This record from OMol25 describes C6H11MnN3O4 as an isolated structure in a non-equilibrium geometry. The level of theory is ωB97M-V/def2-TZVPD.

Expectation value of S²: 1.1424
HOMO-LUMO gap (alpha / beta), Eh: 0.2815 / 0.2998
HOMO level (alpha / beta), hartree: -0.279 / -0.316
Total charge: 0
DFT total energy, a.u.: -1851.3005
Spin multiplicity: 2
F_max, eV/Å: 1.15

Last column: natural (NBO) charge in e.
Geometry (Å):
Mn: -1.43 0.33 -0.13  1.18
N: -0.33 1.02 -2.04  -0.84
C: -1.16 2.12 -2.58  -0.35
C: -1.88 2.84 -1.45  0.77
O: -2.09 4.03 -1.50  -0.61
O: -2.23 2.02 -0.49  -0.82
H: 0.59 1.36 -1.80  0.38
H: -0.20 0.29 -2.72  0.39
H: -1.93 1.68 -3.21  0.22
H: -0.60 2.84 -3.17  0.21
C: 1.94 -0.91 2.46  -0.68
C: 0.79 -0.71 1.52  0.20
N: 0.35 0.46 1.17  -0.19
O: 0.98 1.48 1.85  -0.55
C: 0.07 -1.78 0.87  0.13
C: 0.60 -3.13 0.50  -0.67
N: -1.11 -1.35 0.52  -0.14
O: -1.75 -1.58 -0.62  -0.54
H: 1.81 -0.28 3.34  0.25
H: 2.88 -0.61 1.99  0.24
H: 2.01 -1.95 2.76  0.23
H: 0.56 2.28 1.51  0.49
H: 1.68 -3.12 0.42  0.22
H: 0.17 -3.43 -0.46  0.25
H: 0.31 -3.88 1.25  0.23



This record from OMol25 describes an isolated ion of composition C6H11N and charge -1 in a non-equilibrium geometry. The level of theory is ωB97M-V/def2-TZVPD.

Expectation value of S²: 0.7667
HOMO-LUMO gap (alpha / beta), Eh: 0.1516 / 0.2294
HOMO level (alpha / beta), hartree: 0.004 / -0.078
Total charge: -1
DFT total energy, a.u.: -289.8852
Spin multiplicity: 2
F_max, eV/Å: 1.51
Energy above the lowest of the compared OMol25 structures with the same formula, charge and spin, eV: 0.2871

Last column: natural (NBO) charge in e.
Geometry (Å):
C: -1.28 -0.55 -2.55  -0.62
C: -0.53 0.46 -1.63  -0.42
N: 0.08 1.47 1.13  -0.83
C: 0.49 0.16 0.73  0.11
C: 0.33 -0.22 -0.61  -0.47
C: 1.32 -0.40 3.03  -0.67
C: 0.90 -0.74 1.74  -0.34
H: -2.36 -0.43 -2.53  0.19
H: -0.92 -0.48 -3.59  0.18
H: -0.98 -1.56 -2.25  0.21
H: -1.27 1.13 -1.19  0.17
H: 0.08 1.09 -2.30  0.16
H: -0.65 1.78 0.50  0.34
H: -0.37 1.47 2.04  0.34
H: 1.08 -0.89 -1.04  0.17
H: 1.92 -1.07 3.64  0.16
H: 0.96 0.45 3.58  0.15
H: 1.21 -1.68 1.31  0.18



This record from OMol25 describes one molecule with the formula C6H11N. The level of theory is ωB97M-V/def2-TZVPD.

HOMO-LUMO gap, Eh: 0.3946
HOMO level, hartree: -0.358
Total charge: 0
DFT total energy, a.u.: -289.9074
SMILES: CC[C@H](C)C1=NC1
F_max, eV/Å: 0.62
Energy above the lowest of the compared OMol25 structures with the same formula, charge and spin, eV: 1.7503

Last column: natural (NBO) charge in e.
Geometry (Å):
C: 2.03 0.10 0.14  -0.62
C: 0.94 -0.74 -0.52  -0.38
C: -0.46 -0.09 -0.57  -0.28
C: -0.50 1.25 -1.30  -0.60
C: -1.04 -0.03 0.80  0.26
N: -1.38 0.72 1.74  -0.32
C: -1.73 -0.78 1.83  -0.34
H: 2.20 1.04 -0.39  0.21
H: 2.98 -0.44 0.16  0.22
H: 1.77 0.36 1.18  0.21
H: 0.86 -1.70 0.00  0.21
H: 1.23 -0.97 -1.55  0.21
H: -1.10 -0.79 -1.12  0.23
H: -1.52 1.63 -1.36  0.22
H: 0.11 2.01 -0.82  0.22
H: -0.14 1.12 -2.32  0.21
H: -1.20 -1.38 2.56  0.18
H: -2.79 -1.02 1.71  0.18



This record from OMol25 describes one molecule with the formula C6H11N in a non-equilibrium geometry. The level of theory is ωB97M-V/def2-TZVPD.

HOMO-LUMO gap, Eh: 0.4408
HOMO level, hartree: -0.405
Total charge: 0
DFT total energy, a.u.: -289.9474
SMILES: CC(C)[C@@H](C)C#N
F_max, eV/Å: 1.72
Energy above the lowest of the compared OMol25 structures with the same formula, charge and spin, eV: 0.6615

Last column: natural (NBO) charge in e.
Geometry (Å):
C: 1.84 -0.57 0.40  -0.61
C: 0.49 0.15 0.45  -0.20
C: 0.54 1.48 -0.35  -0.64
C: -0.65 -0.80 -0.05  -0.32
C: -2.04 -0.43 0.48  -0.59
C: -0.64 -0.61 -1.51  0.31
N: -0.44 0.01 -2.47  -0.36
H: 1.81 -1.52 0.96  0.20
H: 2.62 0.05 0.85  0.22
H: 2.12 -0.78 -0.63  0.21
H: 0.24 0.37 1.50  0.21
H: 0.45 1.36 -1.47  0.25
H: 1.51 1.97 -0.21  0.21
H: -0.26 2.16 -0.03  0.21
H: -0.42 -1.83 0.22  0.24
H: -2.81 -1.08 0.06  0.22
H: -2.07 -0.54 1.57  0.21
H: -2.29 0.60 0.22  0.22



This record from OMol25 describes C6H11N as an isolated structure in a non-equilibrium geometry. The level of theory is ωB97M-V/def2-TZVPD.

HOMO-LUMO gap, Eh: 0.4249
HOMO level, hartree: -0.393
Total charge: 0
DFT total energy, a.u.: -289.8789
F_max, eV/Å: 1.21
Energy above the lowest of the compared OMol25 structures with the same formula, charge and spin, eV: 2.5237

Last column: natural (NBO) charge in e.
Geometry (Å):
C: -2.00 0.39 0.53  -0.61
C: -0.54 0.83 0.53  -0.45
C: 0.47 -0.21 0.03  0.19
C: 1.91 0.30 0.09  -0.65
C: 0.16 -0.68 -1.39  -0.65
C: 0.55 -1.29 1.52  0.14
N: 0.16 -2.02 0.65  -0.39
H: -2.37 0.22 -0.48  0.20
H: -2.62 1.17 0.99  0.22
H: -2.13 -0.53 1.10  0.22
H: -0.24 1.15 1.53  0.22
H: -0.41 1.70 -0.13  0.21
H: 2.15 0.72 1.07  0.23
H: 2.62 -0.51 -0.13  0.23
H: 2.03 1.07 -0.68  0.22
H: 0.89 -1.41 -1.74  0.23
H: -0.84 -1.12 -1.48  0.23
H: 0.21 0.21 -2.04  0.21



This record from OMol25 describes one molecule with the formula C6H11N in a non-equilibrium geometry. The level of theory is ωB97M-V/def2-TZVPD.

HOMO-LUMO gap, Eh: 0.3292
HOMO level, hartree: -0.296
Total charge: 0
DFT total energy, a.u.: -289.9125
SMILES: C=C/C(C)=C(\C)N
F_max, eV/Å: 2.75
Energy above the lowest of the compared OMol25 structures with the same formula, charge and spin, eV: 1.6093

Last column: natural (NBO) charge in e.
Geometry (Å):
C: 2.01 0.66 1.03  -0.41
C: 0.91 1.20 0.52  -0.18
C: -0.36 0.59 0.06  -0.08
C: -1.62 1.24 0.58  -0.64
C: -0.33 -0.46 -0.77  0.18
C: 0.86 -1.35 -0.95  -0.65
N: -1.60 -1.15 -0.94  -0.83
H: 2.76 1.40 1.27  0.20
H: 2.12 -0.34 1.41  0.20
H: 0.94 2.27 0.32  0.19
H: -2.20 0.51 1.13  0.21
H: -1.39 2.14 1.14  0.22
H: -2.21 1.55 -0.29  0.23
H: 1.04 -1.96 -0.10  0.21
H: 0.71 -2.03 -1.79  0.20
H: 1.81 -0.87 -1.16  0.23
H: -1.95 -1.38 -0.02  0.36
H: -1.49 -2.03 -1.42  0.36



This record from OMol25 describes one molecule with the formula C6H11N in a non-equilibrium geometry. The level of theory is ωB97M-V/def2-TZVPD.

HOMO-LUMO gap, Eh: 0.3570
HOMO level, hartree: -0.317
Total charge: 0
DFT total energy, a.u.: -289.8907
SMILES: C=C/C=C/CCN
F_max, eV/Å: 1.92
Energy above the lowest of the compared OMol25 structures with the same formula, charge and spin, eV: 2.2027

Last column: natural (NBO) charge in e.
Geometry (Å):
C: -1.84 -3.15 -0.35  -0.38
C: -1.23 -2.06 -0.81  -0.21
C: -1.02 -0.90 0.07  -0.23
C: -0.13 0.07 -0.18  -0.18
C: -0.15 1.43 0.51  -0.45
C: 1.29 2.08 0.49  -0.21
N: 2.30 1.49 -0.42  -0.83
H: -2.22 -3.08 0.66  0.19
H: -1.78 -4.11 -0.84  0.21
H: -0.99 -1.88 -1.86  0.20
H: -1.82 -0.75 0.79  0.20
H: 0.44 0.11 -1.10  0.21
H: -0.26 1.31 1.57  0.21
H: -0.97 2.04 0.15  0.22
H: 1.23 3.11 0.13  0.20
H: 1.60 1.92 1.53  0.16
H: 3.17 1.88 -0.12  0.35
H: 2.39 0.49 -0.23  0.35



This record from OMol25 describes C6H11N as an isolated structure in a non-equilibrium geometry. The level of theory is ωB97M-V/def2-TZVPD.

HOMO-LUMO gap, Eh: 0.1904
HOMO level, hartree: -0.259
Total charge: 0
DFT total energy, a.u.: -289.6912
F_max, eV/Å: 3.26
Energy above the lowest of the compared OMol25 structures with the same formula, charge and spin, eV: 7.6311

Last column: natural (NBO) charge in e.
Geometry (Å):
C: 0.12 1.29 -0.25  -0.63
C: -0.78 0.16 -0.73  -0.40
N: -0.30 -0.50 -3.16  -1.18
C: -0.42 -1.18 1.11  0.17
C: -0.23 -1.13 -0.17  -0.15
C: 0.93 0.12 2.79  -0.27
C: 0.03 -0.83 2.35  -0.35
H: -0.15 1.66 0.75  0.21
H: 0.15 2.17 -0.91  0.23
H: 1.17 0.99 -0.16  0.20
H: -1.84 0.35 -0.54  0.23
H: -0.67 0.11 -1.99  0.35
H: -0.83 -0.96 -3.89  0.35
H: 0.45 0.05 -3.58  0.34
H: 0.25 -1.83 -0.85  0.25
H: 0.82 0.35 3.84  0.21
H: 1.77 0.48 2.20  0.21
H: -0.47 -1.31 3.21  0.22



This record from OMol25 describes one molecule with the formula C6H11N in a non-equilibrium geometry. The level of theory is ωB97M-V/def2-TZVPD.

HOMO-LUMO gap, Eh: 0.4364
HOMO level, hartree: -0.407
Total charge: 0
DFT total energy, a.u.: -289.9457
SMILES: CCC(C)(C)C#N
F_max, eV/Å: 1.15
Energy above the lowest of the compared OMol25 structures with the same formula, charge and spin, eV: 0.7080

Last column: natural (NBO) charge in e.
Geometry (Å):
C: -1.16 1.38 1.35  -0.61
C: 0.08 1.03 0.48  -0.38
C: 0.24 -0.43 -0.25  -0.15
C: 1.68 -1.04 -0.29  -0.59
C: -0.30 -0.53 -1.71  -0.59
C: -0.65 -1.20 0.63  0.29
N: -1.44 -1.51 1.41  -0.35
H: -2.13 1.30 0.85  0.21
H: -1.00 2.44 1.58  0.21
H: -1.25 0.86 2.31  0.23
H: 0.93 1.20 1.16  0.21
H: 0.12 1.82 -0.28  0.21
H: 2.14 -1.14 0.70  0.22
H: 1.68 -2.05 -0.74  0.22
H: 2.35 -0.44 -0.92  0.22
H: -0.21 -1.55 -2.11  0.22
H: -1.36 -0.26 -1.78  0.22
H: 0.27 0.12 -2.39  0.21



This record from OMol25 describes one molecule with the formula C6H11N in a non-equilibrium geometry. The level of theory is ωB97M-V/def2-TZVPD.

HOMO-LUMO gap, Eh: 0.4504
HOMO level, hartree: -0.417
Total charge: 0
DFT total energy, a.u.: -289.9669
SMILES: CCC[C@@H](C)C#N
F_max, eV/Å: 1.10
Energy above the lowest of the compared OMol25 structures with the same formula, charge and spin, eV: 0.1300

Last column: natural (NBO) charge in e.
Geometry (Å):
C: 1.22 -2.25 0.74  -0.60
C: 0.08 -1.37 0.24  -0.40
C: 0.50 0.05 -0.18  -0.38
C: -0.63 1.07 0.03  -0.32
C: -0.36 2.45 -0.57  -0.59
C: -1.90 0.52 -0.50  0.29
N: -2.87 0.05 -0.91  -0.34
H: 0.83 -3.22 1.07  0.21
H: 1.97 -2.43 -0.03  0.20
H: 1.72 -1.78 1.60  0.20
H: -0.43 -1.85 -0.60  0.21
H: -0.68 -1.29 1.03  0.20
H: 1.37 0.39 0.40  0.21
H: 0.81 0.07 -1.24  0.21
H: -0.78 1.18 1.12  0.24
H: 0.58 2.85 -0.19  0.22
H: -0.29 2.39 -1.67  0.22
H: -1.16 3.15 -0.33  0.22